Entry 1:
Here is a molecular structure, C9H8AuN13O2 from the OMol25 dataset. Energies are from ωB97M-V/def2-TZVPD.

The geometry in XYZ format:
```
33
Properties=species:S:1:pos:R:3
Au 0.400 -0.340 0.051
N 3.317 -1.099 -2.150
C 2.129 -1.494 -2.681
N 1.915 -2.722 -2.994
N 0.502 -3.015 -3.225
N -0.019 -2.817 -2.107
N -0.294 -2.622 -1.031
C 3.393 -0.211 -1.064
N 4.519 0.379 -0.734
N 4.226 1.069 0.381
N 2.990 0.916 0.699
N 2.414 0.087 -0.196
H 4.008 -1.835 -2.131
N -3.568 0.319 1.648
C -4.003 -0.486 0.619
C -2.902 -0.741 -0.132
N -1.814 -0.109 0.412
C -2.239 0.518 1.496
C -1.379 1.289 2.380
N -0.077 1.234 2.286
C 0.423 2.077 3.233
C -0.605 2.651 3.924
N -1.759 2.141 3.374
H -4.139 0.658 2.401
H -5.032 -0.778 0.515
H -2.823 -1.318 -1.036
H 1.486 2.216 3.342
H -0.630 3.359 4.733
H -2.692 2.390 3.649
O -0.454 0.242 -4.083
C 0.512 -0.433 -3.994
O 1.218 -0.489 -2.803
H 0.976 -1.037 -4.782
```

Computed properties:
**HOMO energy**: -8.547 eV
**Total charge**: 0


Entry 2:
Here is C3H6FN3 in the gas phase from the OMol25 dataset. Energies are from ωB97M-V/def2-TZVPD.

The geometry in XYZ format:
```
13
Properties=species:S:1:pos:R:3
C 1.101 1.227 0.136
C 1.526 -0.027 -0.097
C 0.321 -1.035 -0.298
N -0.281 1.244 -0.101
N -0.820 -0.004 -0.470
N -1.940 -0.329 0.329
F 2.803 -0.547 0.097
H 1.720 2.109 0.275
H 0.457 -1.622 -1.181
H 0.163 -1.584 0.556
H -0.918 2.065 -0.532
H -1.737 -0.359 1.296
H -2.395 -1.137 -0.010
```

Computed properties:
**HOMO energy**: -7.435 eV
**SMILES**: NN1CC(F)=CN1
**Total charge**: 0


Entry 3:
Here is 2 unconnected molecules or ions with the total composition CH3BrN4 from the OMol25 dataset. Energies are from ωB97M-V/def2-TZVPD.

The geometry in XYZ format:
```
9
Properties=species:S:1:pos:R:3
C 0.785 -0.538 0.589
N -0.705 1.056 -2.647
N -1.563 0.867 -1.927
N -2.425 0.824 -1.129
N -0.005 0.344 1.012
Br 0.236 1.220 2.619
H 0.478 -1.016 -0.413
H 1.760 -0.938 1.102
H -3.317 0.414 -1.333
```

Computed properties:
**HOMO energy**: -9.670 eV
**Total charge**: 0


Entry 4:
Here is a molecular structure, C41H80AsF6N13O from the OMol25 dataset. Energies are from ωB97M-V/def2-TZVPD.

The geometry in XYZ format:
```
142
Properties=species:S:1:pos:R:3
As 1.009 -0.363 1.341
F 0.718 0.493 -0.173
F 1.660 1.233 2.066
F 1.533 -1.158 2.809
F 0.275 -1.861 0.802
F 2.541 -0.869 0.551
F -0.722 0.162 1.822
C -1.305 7.245 2.407
C -2.876 7.138 2.572
N -3.125 6.984 3.961
C -3.053 8.068 4.860
C -3.425 7.513 6.121
N -3.627 6.107 6.011
C -3.481 5.799 4.664
C -4.133 5.353 7.090
H -0.703 6.438 2.825
H -1.055 8.275 2.664
H -1.033 7.183 1.354
H -3.270 6.241 2.094
H -3.435 8.018 2.254
H -2.889 9.045 4.431
H -3.483 7.970 7.097
H -3.616 4.840 4.185
H -3.551 5.632 7.968
H -3.861 4.304 6.981
H -5.197 5.477 7.296
C 2.728 11.116 -10.268
C 3.159 10.505 -8.923
N 2.664 9.117 -8.742
C 2.951 7.979 -9.431
C 2.466 6.860 -8.840
N 1.896 7.251 -7.641
C 1.927 8.612 -7.591
C 1.358 6.379 -6.580
H 3.068 10.518 -11.114
H 3.078 12.145 -10.345
H 1.641 11.187 -10.293
H 2.860 11.141 -8.090
H 4.240 10.376 -8.858
H 3.346 8.082 -10.431
H 2.375 5.873 -9.268
H 1.471 9.197 -6.805
H 2.121 5.742 -6.133
H 0.720 5.627 -7.045
H 0.745 6.912 -5.852
C 3.089 -4.481 8.118
C 1.873 -4.864 9.016
N 0.632 -5.053 8.225
C 0.231 -6.234 7.665
C -0.971 -6.052 7.039
N -1.309 -4.719 7.129
C -0.290 -4.166 7.837
C -2.398 -4.114 6.462
H 3.297 -5.336 7.474
H 3.993 -4.409 8.723
H 2.972 -3.720 7.346
H 1.749 -4.092 9.775
H 2.118 -5.755 9.593
H 0.782 -7.141 7.866
H -1.510 -6.787 6.458
H -0.221 -3.098 7.983
H -2.181 -3.135 6.036
H -3.296 -3.967 7.062
H -2.513 -4.773 5.602
C -7.299 0.981 0.016
C -7.066 0.864 -1.495
N -6.907 2.113 -2.189
C -7.061 3.415 -1.776
C -6.802 4.334 -2.875
N -6.528 3.571 -3.996
C -6.539 2.210 -3.615
C -6.106 4.036 -5.273
H -6.465 1.480 0.510
H -7.389 0.050 0.576
H -8.270 1.471 0.088
H -7.980 0.415 -1.885
H -6.269 0.240 -1.899
H -7.378 3.674 -0.776
H -6.963 5.387 -3.052
H -6.340 1.365 -4.258
H -6.845 3.779 -6.032
H -5.224 3.438 -5.505
H -5.790 5.070 -5.134
C 8.529 3.195 2.448
C 8.483 4.336 3.548
N 7.288 4.299 4.282
C 6.592 3.279 4.957
C 5.410 3.771 5.484
N 5.343 5.136 5.199
C 6.457 5.412 4.408
C 4.308 6.121 5.551
H 9.478 3.372 1.940
H 7.663 3.494 1.858
H 8.537 2.158 2.782
H 8.558 5.284 3.015
H 9.315 4.455 4.242
H 6.991 2.275 4.978
H 4.576 3.274 5.958
H 6.665 6.378 3.972
H 4.123 6.790 4.711
H 4.712 6.733 6.358
H 3.440 5.535 5.853
C -4.735 -7.193 -4.620
C -4.460 -8.758 -4.567
N -5.544 -9.463 -5.218
C -5.324 -10.477 -6.181
C -6.575 -11.012 -6.597
N -7.553 -10.360 -5.844
C -6.930 -9.432 -5.065
C -8.985 -10.574 -5.938
H -5.756 -6.975 -4.307
H -4.485 -6.661 -5.538
H -4.198 -6.529 -3.942
H -4.523 -9.152 -3.553
H -3.538 -9.071 -5.057
H -4.352 -10.885 -6.417
H -6.812 -11.777 -7.322
H -7.497 -8.634 -4.610
H -9.369 -10.449 -4.926
H -9.266 -11.574 -6.269
H -9.457 -9.700 -6.387
C 7.130 -8.213 -0.475
N 6.242 -6.966 -0.203
C 6.780 -6.256 1.093
C 6.365 -6.072 -1.437
C 4.685 -7.203 0.021
C 4.023 -8.024 -1.095
O 4.412 -9.370 -1.230
H 8.196 -8.000 -0.390
H 6.793 -8.529 -1.462
H 6.755 -8.845 0.331
H 7.819 -5.971 0.928
H 6.786 -7.058 1.832
H 6.157 -5.386 1.300
H 6.169 -6.616 -2.361
H 7.341 -5.600 -1.549
H 5.762 -5.183 -1.252
H 4.188 -6.247 0.190
H 4.542 -7.627 1.015
H 4.141 -7.642 -2.109
H 2.951 -7.967 -0.906
H 4.117 -9.727 -2.071
```

Computed properties:
**HOMO energy**: -18.102 eV
**Total charge**: +6


Entry 5:
Here is a molecular structure, C35H30BrFIN6O8Rh from the OMol25 dataset. Energies are from ωB97M-V/def2-TZVPD.

The geometry in XYZ format:
```
83
Properties=species:S:1:pos:R:3
Rh -0.254 0.148 -2.315
C -0.187 -0.834 5.718
O 0.171 -0.491 4.389
C 1.224 0.357 4.222
C 2.006 0.861 5.244
C 3.051 1.737 4.954
C 3.297 2.113 3.649
C 2.503 1.618 2.618
C 1.475 0.727 2.891
N 0.593 0.210 1.928
C 0.773 0.071 0.581
N 2.044 -0.050 0.169
C 2.541 -0.069 -1.133
C 1.757 -0.144 -2.258
C 2.356 -0.166 -3.519
C 3.730 -0.124 -3.639
C 4.531 -0.076 -2.498
C 3.940 -0.049 -1.253
O 4.613 -0.005 -0.064
C 6.030 -0.040 -0.111
N -0.247 0.031 -0.220
C -1.579 0.107 0.283
C -2.371 1.216 0.030
C -3.704 1.238 0.413
C -4.251 0.134 1.046
C -3.466 -0.976 1.330
C -2.126 -0.986 0.965
O -1.262 -2.009 1.223
C -1.755 -3.119 1.952
H -1.061 -1.473 5.642
H -0.438 0.054 6.301
H 0.617 -1.381 6.215
H 1.819 0.576 6.270
H 3.656 2.129 5.760
H 4.097 2.805 3.421
H 2.669 1.956 1.604
H -0.288 -0.121 2.289
H 2.753 -0.070 0.886
H 1.736 -0.217 -4.406
H 4.190 -0.130 -4.619
H 5.607 -0.067 -2.598
H 6.366 0.001 0.921
H 6.428 0.819 -0.654
H 6.385 -0.964 -0.572
H -1.918 2.055 -0.484
H -4.318 2.104 0.202
H -5.299 0.127 1.316
H -3.908 -1.831 1.822
H -0.910 -3.786 2.092
H -2.540 -3.642 1.400
H -2.143 -2.813 2.927
F -4.829 4.157 -1.379
C -3.553 4.554 -1.375
C -2.731 4.228 -2.371
N -1.412 4.632 -2.402
C -0.530 4.099 -3.429
C -0.203 2.646 -3.124
O -0.130 1.813 -4.040
O -0.073 2.324 -1.901
C -0.851 5.347 -1.359
O 0.311 5.687 -1.330
N -1.742 5.660 -0.349
C -3.098 5.349 -0.243
O -3.763 5.716 0.696
H -3.078 3.624 -3.200
H 0.387 4.684 -3.416
H -1.002 4.164 -4.405
H -1.351 6.193 0.415
O -4.475 -0.364 -2.432
C -3.303 -0.390 -2.602
N -2.125 -0.447 -2.813
Br 2.105 -5.742 -2.627
C 0.285 -5.872 -2.125
C -0.263 -7.141 -1.988
C -1.590 -7.285 -1.613
C -2.375 -6.165 -1.383
C -1.831 -4.898 -1.524
C -0.499 -4.752 -1.888
I 0.286 -2.805 -2.008
H 0.356 -8.009 -2.170
H -2.008 -8.277 -1.502
H -3.411 -6.276 -1.091
H -2.439 -4.018 -1.356
```

Computed properties:
**HOMO energy (spin up / spin down)**: -8.209 / -8.220 eV
**Total charge**: 0


Entry 6:
Here is a gas-phase ion, C5H11NP (charge +1) from the OMol25 dataset. Energies are from ωB97M-V/def2-TZVPD.

The geometry in XYZ format:
```
18
Properties=species:S:1:pos:R:3
C 0.483 2.584 -0.304
C -1.705 0.074 -0.210
C 0.426 -1.690 -0.932
C 0.176 -0.629 1.731
C 1.319 1.494 -0.685
N -0.331 3.303 0.091
P 0.045 -0.199 0.070
H -2.022 0.815 -0.929
H -2.101 0.329 0.791
H -2.042 -0.963 -0.548
H 0.549 -2.490 -0.205
H 1.290 -1.445 -1.505
H -0.348 -1.907 -1.652
H 1.198 -0.598 1.991
H -0.155 -1.646 1.778
H -0.412 0.107 2.463
H 2.360 1.391 -0.200
H 1.267 1.472 -1.745
```

Computed properties:
**HOMO energy**: -15.167 eV
**Total charge**: +1


Entry 7:
Here is a gas-phase ion, C5H6ClN2O2S (charge +1) from the OMol25 dataset. Energies are from ωB97M-V/def2-TZVPD.

The geometry in XYZ format:
```
17
Properties=species:S:1:pos:R:3
C -0.742 0.075 -0.119
C -1.623 0.399 -1.443
C 0.736 0.159 -0.019
C -1.219 -0.932 2.123
C 2.682 0.577 -1.441
N -2.794 -0.359 0.555
N -1.562 -0.450 0.814
O 1.390 -0.036 0.958
O 1.294 0.424 -1.256
S -3.262 0.149 -0.923
Cl -0.955 1.059 -2.810
H -1.436 -1.954 2.440
H -0.165 -0.666 2.443
H -1.731 -0.288 2.884
H 3.378 0.149 -0.627
H 2.911 1.642 -1.289
H 3.099 0.052 -2.290
```

Computed properties:
**HOMO energy (spin up / spin down)**: -11.146 / -14.621 eV
**Total charge**: +1
**Multiplicity**: 3
**⟨S²⟩**: 2.048


Entry 8:
Here is C19H19F3N2O2 in the gas phase from the OMol25 dataset. Energies are from ωB97M-V/def2-TZVPD.

The geometry in XYZ format:
```
45
Properties=species:S:1:pos:R:3
O -0.178 1.838 -1.257
C -0.055 1.313 -0.166
N -1.117 1.294 0.724
C -1.116 1.548 2.097
C -0.004 2.052 2.768
C -0.063 2.286 4.130
C -1.225 2.032 4.839
C -2.340 1.552 4.171
C -2.290 1.312 2.812
H -3.159 0.943 2.288
H -3.255 1.363 4.713
H -1.265 2.218 5.901
H 0.805 2.680 4.638
H 0.897 2.276 2.217
H -1.994 1.502 0.262
N 1.097 0.696 0.232
C 1.179 -0.363 1.211
H 0.304 -0.340 1.856
C 1.305 -1.758 0.555
H 2.051 -2.338 1.105
H 0.372 -2.315 0.615
C 1.772 -1.663 -0.908
C 0.666 -1.340 -1.903
C -0.667 -1.201 -1.552
C -1.618 -0.918 -2.524
C -1.264 -0.766 -3.854
C 0.064 -0.925 -4.207
C 1.013 -1.215 -3.246
H 2.039 -1.361 -3.541
H 0.359 -0.822 -5.240
H -2.012 -0.536 -4.596
C -3.049 -0.799 -2.090
F -3.254 0.218 -1.226
F -3.906 -0.609 -3.099
F -3.472 -1.902 -1.438
H -1.000 -1.302 -0.531
O 2.295 -2.907 -1.344
H 3.052 -3.142 -0.795
C 2.861 -0.572 -0.943
H 3.353 -0.554 -1.914
C 2.247 0.798 -0.649
H 1.896 1.270 -1.569
H 2.997 1.451 -0.185
H 3.615 -0.823 -0.192
H 2.059 -0.170 1.835
```

Computed properties:
**HOMO energy**: -8.486 eV
**SMILES**: O=C(Nc1ccccc1)N1CCC(O)(c2cccc(C(F)(F)F)c2)CC1
**Total charge**: 0


Entry 9:
Here is a molecular structure, C41H61BN10O4PrS4 from the OMol25 dataset. Energies are from ωB97M-V/def2-TZVPD.

The geometry in XYZ format:
```
122
Properties=species:S:1:pos:R:3
Pr -0.214 -0.483 -0.047
C 2.740 -3.995 4.607
C 3.016 -2.469 4.512
C 4.143 -2.011 5.506
C 1.699 -1.636 4.910
N 3.491 -2.125 3.171
C 4.716 -1.587 2.976
C 4.826 -1.298 1.649
N 3.643 -1.656 1.050
B 3.706 -1.440 -0.496
N 2.700 -2.422 -1.281
C 3.185 -3.716 -1.386
C 2.369 -4.453 -2.259
N 1.438 -3.522 -2.740
C 1.719 -2.255 -2.188
S 1.009 -0.803 -2.663
C 0.544 -3.818 -3.979
C -0.895 -3.367 -3.806
C 1.329 -3.179 -5.132
C 0.612 -5.347 -4.279
N 3.526 0.000 -0.964
C 4.057 0.350 -2.237
C 3.740 1.645 -2.509
N 3.008 2.097 -1.404
C 2.873 1.081 -0.470
S 2.092 1.048 1.069
C 2.801 3.530 -1.126
C 4.101 3.977 -0.524
C 2.641 4.314 -2.493
C 1.623 3.882 -0.213
C 2.831 -2.119 2.018
S 1.181 -2.526 1.640
H 2.526 -4.236 5.625
H 3.601 -4.450 4.198
H 1.863 -4.295 4.025
H 3.657 -2.057 6.479
H 4.409 -0.960 5.542
H 4.954 -2.634 5.358
H 1.527 -1.870 5.980
H 0.772 -1.720 4.291
H 1.820 -0.548 4.861
H 5.508 -1.477 3.694
H 5.565 -0.692 1.155
H 4.806 -1.925 -1.038
H 4.034 -4.228 -0.824
H 2.415 -5.410 -2.744
H -0.866 -2.258 -3.433
H -1.327 -4.033 -3.033
H -1.442 -3.359 -4.792
H 1.427 -2.100 -5.044
H 0.749 -3.369 -6.107
H 2.321 -3.601 -5.285
H 0.218 -5.957 -3.494
H 1.583 -5.674 -4.553
H 0.057 -5.563 -5.140
H 4.700 -0.293 -2.783
H 4.071 2.310 -3.345
H 4.874 3.580 -1.208
H 4.296 3.515 0.497
H 4.110 5.067 -0.508
H 3.544 4.444 -3.059
H 2.198 5.263 -2.296
H 1.922 3.764 -3.105
H 1.798 3.474 0.783
H 0.657 3.566 -0.601
H 1.678 4.961 -0.046
O -0.538 0.874 2.185
H 0.237 1.377 2.168
H -1.195 1.588 2.183
S -4.436 -4.593 0.182
C -2.961 -4.023 -0.229
O -0.929 -2.794 -0.269
N -1.937 -3.483 -0.108
N -4.945 -2.219 2.116
C -3.832 -1.735 3.100
C -2.560 -1.520 2.364
N -2.697 -0.623 1.193
C -3.843 -0.971 0.376
C -5.184 -1.105 1.117
H -5.805 -2.530 2.634
H -4.633 -2.974 1.482
H -3.795 -2.463 3.899
H -4.132 -0.757 3.554
H -2.244 -2.444 1.949
H -1.860 -1.037 3.143
H -2.809 0.317 1.550
H -3.632 -1.877 -0.160
H -4.030 -0.163 -0.381
H -5.962 -1.425 0.489
H -5.459 -0.197 1.636
C -2.803 3.199 3.672
C -3.283 3.222 2.211
C -4.548 2.628 1.916
C -5.126 2.715 0.669
C -4.365 3.310 -0.364
C -3.032 3.780 -0.126
N -2.327 4.249 -1.203
C -2.309 3.595 -2.478
C -2.284 4.426 -3.587
C -2.170 3.802 -4.834
C -2.141 2.424 -5.002
C -2.155 1.611 -3.860
C -2.155 2.205 -2.605
C -1.798 1.357 -1.484
O -1.370 1.810 -0.353
O -1.766 0.078 -1.650
C -2.589 3.868 1.216
C -1.365 4.625 1.637
H -3.352 2.311 4.099
H -3.209 4.093 4.076
H -1.767 2.990 3.845
H -5.038 2.225 2.772
H -6.141 2.290 0.576
H -4.808 3.339 -1.385
H -1.603 4.965 -1.175
H -2.282 5.503 -3.462
H -2.183 4.397 -5.763
H -1.958 1.934 -5.929
H -2.213 0.523 -3.897
H -0.824 5.177 0.807
H -0.600 3.882 2.086
H -1.535 5.315 2.437
```

Computed properties:
**HOMO energy (spin up / spin down)**: -11.763 / -11.761 eV
**Total charge**: +2
**Multiplicity**: 4
**⟨S²⟩**: 3.771


F_max, respectively: 1.06, 5.06, 4.57, 6.88, 3.06, 4.21, 5.65, 0.56, 3.92 eV/Å.